Entry 1:
2 unconnected molecules or ions with the total composition C3H9NO, computed with ωB97M-V/def2-TZVPD.

Properties
* SMILES: C=CNC.O
* net charge: 0
* lowest unoccupied orbital energy: 0.870 eV
* E_HOMO: -7.91 eV
* orbital gap: 8.78 eV

```
14
C3H9NO | OMol25 | ωB97M-V/def2-TZVPD
C 1.408 1.563 0.999
C 0.585 0.710 0.357
N 0.837 -0.291 -0.537
C 0.167 -1.584 -0.369
H 2.493 1.507 0.983
H 1.077 2.349 1.651
H -0.457 0.744 0.640
H 1.807 -0.442 -0.782
H 0.040 -2.142 -1.300
H 0.748 -2.216 0.318
H -0.880 -1.472 -0.076
H -2.613 0.339 -1.440
H -2.631 0.844 0.076
O -2.581 0.092 -0.518
```



Entry 2:
C3H9NO in the gas phase, computed with ωB97M-V/def2-TZVPD.

Properties
* SMILES: NCCCO
* net charge: 0
* lowest unoccupied orbital energy: 1.057 eV
* E_HOMO: -9.38 eV
* orbital gap: 10.44 eV

```
14
C3H9NO | OMol25 | ωB97M-V/def2-TZVPD
C 0.676 -0.823 -0.579
C -0.094 0.462 -0.095
C -0.653 0.473 1.505
O -1.168 1.822 1.798
N 0.598 -1.181 -1.975
H 1.795 -0.897 -0.232
H 0.258 -1.718 -0.036
H 0.590 1.386 -0.070
H -0.915 0.785 -0.788
H -1.505 -0.140 1.540
H 0.198 0.232 2.148
H -2.040 1.923 1.424
H 0.936 -0.479 -2.597
H 1.325 -1.844 -2.043
```



Entry 3:
2 unconnected molecules or ions with the total composition C3H9NO, computed with ωB97M-V/def2-TZVPD.

Properties
* SMILES: C=CN.CO
* net charge: 0
* lowest unoccupied orbital energy: 0.949 eV
* E_HOMO: -9.22 eV
* orbital gap: 10.17 eV

```
14
C3H9NO | OMol25 | ωB97M-V/def2-TZVPD
C 1.717 1.392 0.091
O 1.097 0.357 0.820
H -0.277 -2.288 -1.156
H 1.001 1.863 -0.588
H 2.069 2.158 0.781
H 2.560 1.024 -0.519
N -0.266 -1.592 -0.420
C -1.606 -0.811 -0.352
C -1.671 0.220 0.450
H -0.119 -2.093 0.453
H 0.756 -0.543 0.177
H -2.197 -1.053 -1.219
H -0.563 0.461 1.020
H -2.501 0.905 0.463
```



Entry 4:
2 unconnected molecules or ions with the total composition C3H9NO, computed with ωB97M-V/def2-TZVPD.

Properties
* SMILES: C=CN.CO
* net charge: 0
* lowest unoccupied orbital energy: 0.788 eV
* E_HOMO: -7.72 eV
* orbital gap: 8.51 eV

```
14
C3H9NO | OMol25 | ωB97M-V/def2-TZVPD
C 0.932 0.371 -3.123
O 0.912 -1.050 -2.888
H 1.812 0.918 -3.563
H 0.527 0.845 -2.235
H 0.138 0.408 -3.853
C -0.525 0.070 1.912
C -0.013 -0.497 3.021
N -1.453 1.015 1.877
H -0.184 -0.199 0.976
H 0.114 -1.550 2.975
H -0.161 -0.162 4.040
H -1.922 1.121 2.815
H 1.849 -1.319 -3.114
H -1.661 1.571 1.063
```



Entry 5:
A gas-phase ion, C3H9NO (charge +1), computed with ωB97M-V/def2-TZVPD.

Properties
* net charge: +1
* lowest unoccupied orbital energy (spin up / spin down): -3.118 / -8.379 eV
* E_HOMO (spin up / spin down): -15.63 / -15.30 eV
* orbital gap (spin up / spin down): 12.51 / 6.92 eV
* spin multiplicity: 2

```
14
C3H9NO | OMol25 | ωB97M-V/def2-TZVPD
C -0.253 2.148 0.611
O 0.060 0.918 -0.087
H 0.554 2.354 1.310
H -1.217 2.052 1.096
H -0.217 2.906 -0.162
C 0.243 -1.735 -1.252
C -0.293 -0.234 0.651
N 0.528 -1.208 0.058
H 0.384 -0.990 -2.039
H 0.815 -2.660 -1.329
H -0.789 -2.046 -1.280
H -1.362 -0.458 0.602
H 0.013 0.004 1.665
H 1.533 -1.051 0.156
```



Entry 6:
C3H9NO2 in the gas phase, computed with ωB97M-V/def2-TZVPD.

Properties
* SMILES: C[C@H](O)[C@@H](N)O
* net charge: 0
* lowest unoccupied orbital energy: 0.814 eV
* E_HOMO: -9.87 eV
* orbital gap: 10.68 eV

```
15
C3H9NO2 | OMol25 | ωB97M-V/def2-TZVPD
C 0.433 -0.133 0.880
C 0.255 0.617 -0.461
C -0.974 0.147 -1.229
N -0.707 0.045 1.730
O 0.693 -1.502 0.623
O 1.387 0.355 -1.273
H 1.117 -1.556 -0.245
H 2.170 0.735 -0.859
H 1.304 0.302 1.405
H 0.171 1.692 -0.250
H -0.535 -0.398 2.625
H -1.514 -0.414 1.319
H -1.001 -0.939 -1.270
H -0.922 0.531 -2.244
H -1.876 0.518 -0.753
```



Entry 7:
2 unconnected molecules or ions with the total composition C3H9NO2, computed with ωB97M-V/def2-TZVPD.

Properties
* SMILES: C=CO.NCO
* net charge: 0
* lowest unoccupied orbital energy: 0.805 eV
* E_HOMO: -8.93 eV
* orbital gap: 9.74 eV

```
15
C3H9NO2 | OMol25 | ωB97M-V/def2-TZVPD
C -3.495 0.901 0.650
C -2.632 -0.043 0.287
O -1.477 0.232 -0.396
H -4.156 0.597 1.444
H -3.199 1.937 0.559
H -2.736 -1.103 0.513
H -0.673 -0.050 0.080
N 3.476 -0.659 -0.178
C 2.336 0.129 0.069
O 1.065 -0.433 -0.339
H 3.557 -1.523 0.318
H 3.851 -0.602 -1.105
H 2.246 0.276 1.147
H 2.377 1.128 -0.353
H 1.024 -0.365 -1.300
```



Entry 8:
2 unconnected molecules or ions with the total composition C3H9NO2, computed with ωB97M-V/def2-TZVPD.

Properties
* SMILES: CN(C)C=O.O
* net charge: 0
* lowest unoccupied orbital energy: 0.627 eV
* E_HOMO: -9.50 eV
* orbital gap: 10.13 eV

```
15
C3H9NO2 | OMol25 | ωB97M-V/def2-TZVPD
C -0.373 -1.521 0.627
N -0.048 -0.227 0.813
C -1.017 0.851 0.585
C 1.390 0.155 0.685
O -1.434 -2.021 0.958
H 0.468 -2.154 0.290
H -0.399 1.627 0.070
H -1.276 1.376 1.496
H -1.874 0.601 -0.034
H 1.351 1.171 1.049
H 1.919 0.163 -0.267
H 1.923 -0.456 1.425
H -0.429 -0.087 -1.865
H -0.256 0.065 -3.329
O 0.057 0.456 -2.503
```



Entry 9:
A molecular structure, C3H9NO2, computed with ωB97M-V/def2-TZVPD.

Properties
* net charge: 0
* lowest unoccupied orbital energy: 1.062 eV
* E_HOMO: -7.53 eV
* orbital gap: 8.59 eV

```
15
C3H9NO2 | OMol25 | ωB97M-V/def2-TZVPD
C 0.474 0.558 0.419
C 1.770 0.259 -0.268
C -0.362 1.616 0.012
N -0.598 -1.332 -0.096
O -1.894 -0.816 -0.635
O -0.896 -1.664 1.251
H -1.170 -2.593 1.231
H -2.092 -1.366 -1.403
H 0.409 0.261 1.461
H 2.545 0.911 0.147
H 2.062 -0.777 -0.105
H 1.706 0.453 -1.340
H -0.119 2.191 -0.874
H -1.211 1.902 0.618
H -0.626 0.397 -0.417
```



Entry 10:
2 unconnected molecules or ions with the total composition C3H9NO2, computed with ωB97M-V/def2-TZVPD.

Properties
* SMILES: C=CO.NCO
* net charge: 0
* lowest unoccupied orbital energy: 0.781 eV
* E_HOMO: -8.88 eV
* orbital gap: 9.66 eV

```
15
C3H9NO2 | OMol25 | ωB97M-V/def2-TZVPD
C -2.108 1.356 -1.498
C -1.710 0.193 -1.009
O -0.470 -0.352 -1.197
H -3.156 1.618 -1.413
H -1.643 1.780 -2.383
H -2.287 -0.418 -0.325
H -0.358 -1.074 -0.552
N 0.672 0.142 1.579
C 1.715 -0.401 0.755
O 1.466 -1.782 0.566
H 0.874 0.207 2.555
H 0.372 1.064 1.280
H 1.671 0.116 -0.207
H 2.706 -0.144 1.137
H 2.255 -2.306 0.713
```



Entry 11:
2 unconnected molecules or ions with the total composition C3H9NO2, computed with ωB97M-V/def2-TZVPD.

Properties
* SMILES: CC=O.NCO
* net charge: 0
* lowest unoccupied orbital energy: 0.929 eV
* E_HOMO: -9.43 eV
* orbital gap: 10.36 eV

```
15
C3H9NO2 | OMol25 | ωB97M-V/def2-TZVPD
O 1.919 0.808 0.327
C 2.051 -0.377 0.458
C 3.006 -0.963 1.507
H 1.289 -1.040 0.010
H 4.063 -0.945 1.225
H 2.857 -1.977 1.856
H 2.857 -0.224 2.287
N -1.404 -0.102 -0.747
C -2.096 1.093 -1.207
O -3.305 1.214 -0.448
H -1.749 -0.309 0.204
H -1.609 -0.972 -1.217
H -1.401 1.929 -1.112
H -2.387 1.059 -2.325
H -4.090 0.806 -0.818
```



Entry 12:
C3H9NO2 in the gas phase, computed with ωB97M-V/def2-TZVPD.

Properties
* SMILES: C[C@@H](O)CON
* net charge: 0
* lowest unoccupied orbital energy: 0.925 eV
* E_HOMO: -9.99 eV
* orbital gap: 10.91 eV

```
15
C3H9NO2 | OMol25 | ωB97M-V/def2-TZVPD
C -0.883 0.591 -0.233
C -0.389 -0.768 0.275
C 0.237 1.378 -0.903
N 1.703 -1.507 1.058
O 0.612 -0.567 1.278
O -1.935 0.420 -1.185
H -2.684 0.003 -0.725
H -1.272 1.185 0.602
H 2.493 -0.869 0.944
H 1.807 -1.917 1.987
H -0.025 -1.373 -0.566
H -1.220 -1.323 0.726
H -0.147 2.320 -1.310
H 0.658 0.819 -1.746
H 1.043 1.608 -0.200
```



These records have energy relative to the best compared isomer or geometry (same formula, charge and spin) values of 1.682 1.973 3.123 2.878 1.488 0.905 2.363 1.592 7.663 2.342 2.331 2.934 eV, in the order they appear.
These records have max |F| values of 0.033 0.081 0.070 0.068 0.037 0.012 0.029 0.041 0.034 0.033 0.053 0.019 hartree/bohr, in the order they appear.